No. 1
63
Properties=species:S:1:pos:R:3:forces:R:3 method="wB97M-V/def2-TZVPD" charge=+2 spin_multiplicity=5 e_above_lowest_kj_mol=96.9 homo_energy_ev="-13.48 / -14.63"
C -2.70418 -1.47746 2.46307 0.20 -0.01 -0.05
C -0.25598 -2.85016 1.10167 -0.07 0.23 -0.31
H -1.06128 5.63544 -0.68603 -0.08 -0.06 0.03
H 4.07172 0.29834 -3.97813 0.02 0.05 -0.13
H 1.64742 0.08574 -3.57363 0.11 -0.04 0.09
C -3.78848 -1.07476 3.22177 -0.10 0.03 -0.01
H -4.51978 -1.80466 3.52987 -0.07 -0.08 0.07
P -0.25958 -1.01686 1.14067 -0.01 -0.42 1.02
C -0.13028 3.51524 -1.76003 -0.33 0.35 0.36
C 2.31912 -0.81736 4.30087 -0.03 -0.10 0.06
C -3.42858 -2.17716 -1.38113 0.91 0.69 -0.46
C 2.14562 0.26694 1.75537 -0.19 0.01 -0.15
C 6.10122 -0.65286 -2.33363 0.18 -0.03 -0.02
H -0.19908 -3.24896 2.11457 -0.04 0.09 0.04
H -3.11568 2.22834 3.44667 -0.01 0.13 0.02
C 4.62642 -0.75016 -2.17853 -0.41 -0.09 0.11
C 2.71562 -1.45496 -0.90023 0.37 -0.22 0.21
H -4.46028 -2.15226 -1.72103 -0.20 0.08 -0.12
H -2.77448 0.96814 -0.21153 -0.05 0.00 -0.01
H -2.59528 -2.52056 2.21487 -0.01 -0.14 -0.03
H -4.20168 0.91304 -1.24013 -0.28 -0.27 -0.08
H -2.72178 0.31924 -4.58113 0.08 0.09 0.03
S 1.25232 4.36474 -1.37763 -0.30 -0.38 -0.10
H 6.57072 -1.58266 -2.01473 0.07 0.01 -0.08
H 0.42342 -1.73676 3.89127 0.00 -0.07 0.08
C 2.36222 -0.31116 -2.85903 0.35 0.09 -0.38
C -3.11618 0.93674 -1.24753 0.96 -0.65 -0.36
S 0.29152 1.89464 -2.06263 0.43 -0.12 -0.17
H 3.99532 1.23884 2.20137 0.09 0.05 -0.03
C 3.32612 0.01044 3.82597 -0.05 0.08 -0.09
C -1.92408 0.80464 2.39277 0.22 -0.12 -0.01
H -2.86928 -1.43426 -4.62613 0.06 -0.12 -0.02
C -3.93758 0.25594 3.58097 0.13 -0.08 -0.06
H -3.42678 -2.09256 -0.29703 0.06 0.07 0.11
N 1.87142 -0.90266 -1.77063 -1.17 0.29 0.36
H 0.60382 -3.21936 0.54347 0.03 0.07 0.00
C 3.22892 0.56974 2.56107 0.09 0.01 0.01
H -2.68138 5.40454 -1.40443 0.08 -0.11 -0.03
H -3.00938 -3.13676 -1.66853 0.04 -0.15 -0.04
H 2.29252 -1.93376 -0.02423 0.06 0.05 -0.13
Si -2.51508 -0.68166 -2.23013 -2.77 0.07 -0.05
C -1.74828 -0.54316 2.06307 0.09 0.06 -0.38
H -2.79818 1.84444 -1.75193 0.05 0.04 -0.07
H 4.73322 -1.89716 -0.36613 0.03 -0.06 0.17
C 4.08322 -1.41786 -1.07963 -0.19 0.09 -0.14
C -3.11948 -0.54466 -4.05463 0.77 -0.09 0.78
H -4.20518 -0.45826 -4.03923 -0.12 0.01 0.19
C 1.22232 -1.11536 3.50987 -0.04 0.03 -0.10
H -1.15458 -3.22086 0.61077 -0.05 -0.02 0.00
H 6.49602 0.13824 -1.69413 -0.02 0.05 0.01
H 4.17972 0.23034 4.44947 0.04 0.02 0.05
C -1.61158 5.31594 -1.57163 -0.17 1.03 0.19
C -2.99988 1.19334 3.16827 -0.01 0.07 -0.10
O -1.34898 3.93894 -1.84583 0.42 -0.71 -0.05
H -1.31878 5.93654 -2.41913 0.02 -0.15 -0.05
C 1.15052 -0.58746 2.22197 -0.21 0.28 -0.61
Pd -0.30068 -0.40996 -1.19713 1.17 0.14 0.06
H 2.06332 0.68854 0.75687 0.06 0.03 0.10
C 3.72282 -0.20236 -3.08953 -0.11 -0.15 0.13
H -4.77918 0.56034 4.18167 -0.10 0.05 0.07
H 6.38572 -0.43186 -3.35663 0.06 0.00 -0.09
H 2.39622 -1.23156 5.29457 -0.05 -0.05 0.08
H -1.19778 1.53294 2.05047 0.02 0.09 0.10

---

No. 2
59
Properties=species:S:1:pos:R:3:forces:R:3 method="wB97M-V/def2-TZVPD" charge=+1 spin_multiplicity=5 homo_energy_ev="-9.13 / -11.10"
H -1.31873 4.69746 -0.98532 0.25 -0.38 0.22
C 3.26826 0.28643 0.47414 0.03 0.06 -0.59
S -2.32462 -1.71892 4.21829 -0.01 -0.37 -1.60
H -3.96469 -0.17980 -1.74882 0.25 -0.07 0.26
C 2.50508 -0.63210 1.49287 0.64 2.36 0.74
H 0.81230 3.44874 -2.73821 -0.05 -0.18 -0.12
H 3.86126 -0.02552 3.14408 -0.24 0.70 0.09
C 0.76107 -1.69167 -0.00265 1.10 -0.09 0.50
H -2.83840 -1.49905 -1.35838 -0.28 0.18 0.05
C -1.37819 -0.00910 -3.55099 0.20 -0.26 -0.39
C -0.72303 3.94130 -0.43574 0.45 0.45 0.31
C -2.04528 -2.26509 1.69180 0.07 0.73 1.24
H -1.13041 0.34823 3.51221 -0.31 -0.14 -0.03
H -1.51767 -1.07232 -3.35425 -0.02 -0.02 -0.08
C -1.58057 -0.58004 3.17544 -0.11 -1.53 -1.67
C 3.54972 -0.89972 2.60040 -1.34 -0.42 0.55
C -0.65509 2.00344 -2.13626 0.09 1.28 0.74
H 2.60048 0.69170 -0.29705 0.01 -0.24 0.00
C 2.96225 -2.82312 0.27025 -0.28 -0.15 -0.20
H 0.34336 4.19195 -0.58223 -0.42 0.02 0.04
H -2.22349 0.30718 -4.17177 -0.04 0.09 0.07
H 0.80301 1.93796 -3.69028 0.00 0.23 0.06
C 0.17415 2.67537 -3.17811 0.23 0.03 -0.06
H -3.26899 1.15129 1.37766 -0.07 0.12 -0.11
N -1.48109 -1.00229 1.89787 -1.21 -0.36 2.18
H 4.45089 -1.25139 2.14679 0.50 -0.68 -0.26
C -1.00742 2.55960 -0.89579 0.25 -0.05 -0.97
H -0.44023 3.16376 -3.94509 0.01 -0.11 0.13
H -2.51313 2.74427 1.51487 -0.23 -0.05 -0.05
C 0.82839 -1.91210 -1.42812 2.10 -1.07 -1.75
H -3.77572 2.46888 0.28857 0.30 -0.13 0.03
C 0.78106 1.38931 1.71223 1.65 -0.13 1.30
C -3.16567 -0.49264 -1.05336 -0.23 -0.57 -0.08
C -2.55696 -2.79732 2.84443 0.26 0.18 -0.01
C -1.28565 0.76139 -2.30131 -0.57 -0.21 0.45
H 0.03525 -2.39783 0.38960 -0.15 -0.30 0.49
C -1.84674 1.61397 -0.16122 -1.51 -1.06 -2.69
H 1.85325 -3.09226 -2.94320 -0.10 0.51 0.69
H 3.75561 -3.25365 0.86303 0.35 0.48 0.17
H 0.13025 -1.44607 -2.10838 -0.09 -0.26 -0.03
C 1.83398 -2.75725 -1.88596 -1.62 0.75 -1.17
C 2.11026 -1.81610 0.73172 -1.46 -0.58 -1.23
H -0.47909 0.12644 -4.15640 -0.07 -0.09 -0.02
H -0.94601 4.05845 0.63716 0.10 0.02 -0.40
H 3.79117 1.16266 0.89982 -0.31 -0.50 0.27
H -3.01420 -3.78331 2.93233 0.10 0.47 0.20
H 3.15131 -1.60402 3.34820 0.34 -0.02 -0.31
H 4.02116 -0.34117 -0.03955 -0.34 0.39 0.25
C -2.91527 2.01275 0.80428 0.45 0.04 0.54
H 1.47008 2.01408 1.13891 -0.47 -0.12 -0.16
H 0.83987 -0.36216 2.95924 0.02 -0.03 -0.52
H 0.17323 1.95001 2.43665 0.07 -0.31 -0.38
C 1.21902 0.08295 2.03051 0.61 0.58 -0.01
H -3.59362 -0.57128 -0.04501 0.07 0.02 -0.30
C -2.00317 0.43798 -1.09024 0.36 1.13 1.69
H 3.51739 -4.07453 -1.37551 -0.36 0.50 -0.03
H -2.01614 -2.72966 0.69673 -0.12 0.34 0.66
C 2.83611 -3.28280 -1.03769 0.12 -0.88 1.08
Pt -0.43000 0.13674 0.46681 0.99 -0.32 0.22

---

no.,molar mass (Da)
1,580.1
2,561.7